No. 1
This record from OMol25 describes a cluster of 2 separate species, C15H18O in total at a distorted geometry. The level of theory is ωB97M-V/def2-TZVPD.

## Properties
energy above the lowest of the compared OMol25 structures with the same formula, charge and spin: 0.8058 eV
HOMO level: -8.60 eV
orbital gap: 9.45 eV
structure (SMILES): CCc1ccc(O)cc1.Cc1ccccc1
maximum force: 0.0382 Eh/bohr

Positions of all 34 atoms, in Å:
C1 0.6178 1.5080 -2.5167
C2 -0.5581 2.1469 -1.7315
C3 -0.1118 2.6838 -0.3913
C4 -0.1790 4.0357 -0.0859
C5 0.2794 4.5473 1.1236
C6 0.8196 3.6688 2.0498
O1 1.3906 4.1163 3.2363
C7 0.9451 2.3186 1.7609
C8 0.4041 1.8365 0.5807
H1 1.5390 1.6916 -1.9659
H2 0.8822 2.0875 -3.4157
H3 0.3631 0.5132 -2.8628
H4 -1.1279 2.8844 -2.2875
H5 -1.2334 1.3227 -1.4943
H6 -0.6747 4.7232 -0.7643
H7 0.1926 5.6112 1.2958
H8 0.7756 4.7591 3.6036
H9 1.2228 1.6532 2.5669
H10 0.3962 0.7713 0.3856
C9 1.2146 -2.0633 0.4735
C10 0.1843 -3.0776 0.0603
C11 0.2681 -4.3771 0.5388
C12 -0.7941 -5.2657 0.3982
C13 -1.9653 -4.8444 -0.2095
C14 -2.0736 -3.5326 -0.6741
C15 -0.9828 -2.6903 -0.6010
H11 1.3372 -2.0381 1.5598
H12 0.9854 -1.0845 0.0750
H13 2.2241 -2.3950 0.2020
H14 1.1472 -4.8056 1.0093
H15 -0.7427 -6.2962 0.7052
H16 -2.7332 -5.5317 -0.5484
H17 -3.0132 -3.1973 -1.0867
H18 -0.9993 -1.6800 -0.9895

Cartesian forces (eV/Å) of the 6 atoms listed first:
C 0.00 1.81 -0.77
C 0.19 -0.91 0.61
C -0.07 0.56 -0.19
C -0.35 0.23 0.08
C -0.18 -0.39 -0.24
C 1.06 0.39 0.12

---

No. 2
This record from OMol25 describes a structure of composition C15H19BClN6O4PdS2. The level of theory is ωB97M-V/def2-TZVPD.

## Properties
energy above the lowest of the compared OMol25 structures with the same formula, charge and spin: 0.5739 eV
HOMO level (spin up / spin down): -4.08 / -4.26 eV
expectation value of S²: 2.01
orbital gap (spin up / spin down): 6.52 / 6.19 eV
charge: -1
2S+1: 3
maximum force: 0.0162 Eh/bohr

Positions of all 49 atoms, in Å:
Pd1 0.4593 -0.5856 -0.4483
C1 -2.6474 0.7086 1.5222
N1 -1.9245 1.6031 0.6407
C2 -1.5400 2.8893 0.9638
C3 -0.9198 3.3860 -0.1285
N2 -0.9396 2.4271 -1.1096
B1 -0.4291 2.7491 -2.5915
N3 0.2019 1.5343 -3.3063
C4 -0.4419 0.8343 -4.3119
C5 0.3315 -0.1979 -4.6796
N4 1.4531 -0.1573 -3.8599
C6 2.6164 -1.0019 -4.0127
C7 1.3982 0.9380 -3.0382
S1 2.5793 1.4222 -1.9455
C8 -1.5090 1.3293 -0.6241
S2 -1.7669 -0.1704 -1.4599
H1 -2.5335 1.0717 2.5417
H2 -2.2390 -0.2958 1.4486
H3 -3.7045 0.6776 1.2568
H4 -1.6938 3.3064 1.9432
H5 -0.4344 4.3317 -0.2871
H6 -1.4047 3.0632 -3.2556
H7 0.3562 3.6538 -2.4490
H8 -1.4143 1.1338 -4.6585
H9 0.1752 -0.9808 -5.4009
H10 2.9168 -1.0378 -5.0612
H11 2.4127 -2.0136 -3.6567
H12 3.4149 -0.5689 -3.4137
C9 -0.7362 -3.6225 1.9222
C10 -0.2819 -2.3094 2.4526
N5 0.1505 -1.2948 1.7345
C11 0.4691 -0.2915 2.6194
C12 0.2229 -0.7105 3.8913
N6 -0.2466 -1.9933 3.7656
C13 0.3192 -0.1044 5.2465
O1 0.7382 1.1293 5.3017
O2 -0.0081 -0.7763 6.2076
C14 1.0400 0.9966 2.1347
O3 1.2658 1.8797 3.0021
O4 1.2358 1.0621 0.9089
H13 -0.8733 -3.5347 0.8488
H14 -1.6812 -3.9296 2.3724
H15 0.0044 -4.4009 2.1133
H16 -0.5036 -2.5561 4.5615
H17 0.9489 1.4956 4.3363
Cl1 2.5669 -2.4785 -0.1834
C15 0.9843 -2.5392 -1.0817
H18 0.3976 -3.3413 -0.6498
H19 1.2139 -2.7301 -2.1229

Cartesian forces (eV/Å) of the 6 atoms listed first:
Pd 0.26 -0.32 0.15
C 0.04 0.03 -0.10
N 0.11 -0.02 0.28
C -0.01 -0.03 -0.05
C -0.04 -0.02 0.03
N 0.58 0.18 -0.48

---

No. 3
This record from OMol25 describes the molecule C15H19Cl2NO4. The level of theory is ωB97M-V/def2-TZVPD.

## Properties
energy above the lowest of the compared OMol25 structures with the same formula, charge and spin: 0.0000 eV
HOMO level: -8.41 eV
orbital gap: 9.17 eV
structure (SMILES): CCN(CC)C(=O)[C@@H](C)OC(=O)COc1ccc(Cl)cc1Cl
maximum force: 0.0125 Eh/bohr

Positions of all 41 atoms, in Å:
C1 2.8601 1.1085 -1.2522
C2 2.4322 1.8034 0.0407
N1 1.0143 1.6893 0.3317
C3 0.1774 2.8328 -0.0027
C4 0.0357 3.0523 -1.5045
C5 0.4178 0.6423 0.9366
O1 -0.7688 0.6250 1.2066
C6 1.2728 -0.5851 1.3135
C7 1.3268 -0.7063 2.8304
O2 0.5662 -1.7198 0.7930
C8 1.0586 -2.3381 -0.2664
O3 2.1317 -2.1221 -0.7703
C9 0.1054 -3.4200 -0.7666
O4 -1.1977 -3.3438 -0.2456
C10 -1.9360 -2.1993 -0.2713
C11 -3.0295 -2.2228 0.6010
C12 -3.9146 -1.1744 0.7028
C13 -3.7193 -0.0521 -0.0868
Cl1 -4.7997 1.2830 0.0209
C14 -2.6563 0.0043 -0.9649
C15 -1.7721 -1.0607 -1.0595
Cl2 -0.4638 -0.8527 -2.1839
H1 2.3232 1.5128 -2.1047
H2 2.6772 0.0383 -1.2160
H3 3.9245 1.2665 -1.4074
H4 3.0129 1.4154 0.8827
H5 2.6517 2.8716 -0.0384
H6 -0.8032 2.6327 0.4340
H7 0.5979 3.7268 0.4704
H8 -0.2606 2.1274 -1.9924
H9 -0.7289 3.8029 -1.6880
H10 0.9667 3.3998 -1.9456
H11 2.2721 -0.5820 0.8743
H12 1.8306 -1.6260 3.1173
H13 1.8621 0.1423 3.2487
H14 0.3114 -0.7165 3.2187
H15 0.1239 -3.4233 -1.8631
H16 0.4876 -4.3871 -0.4202
H17 -3.1488 -3.1051 1.2091
H18 -4.7403 -1.2189 1.3944
H19 -2.5014 0.8787 -1.5763

Cartesian forces (eV/Å) of the 6 atoms listed first:
C -0.01 0.10 0.19
C 0.29 -0.27 -0.21
N -0.06 0.36 -0.02
C -0.31 0.11 -0.03
C 0.04 0.00 0.24
C 0.21 -0.29 0.02